(1)
A structure of composition C16H16BrFeN5O2S4Sb, computed with ωB97M-V with the def2-TZVPD basis set.

Its expectation value of S² is 8.774. For the gap between HOMO and LUMO (alpha / beta), the calculation gives 4.8 / 5.6 eV. Its spin multiplicity is 6. Its molar mass is 696.114 g mol⁻¹. The charge is -2. Its lowest unoccupied orbital energy (alpha / beta) is 3.7 / 3.7 eV. For the HOMO energy (alpha / beta), the calculation gives -1.072 / -1.913 eV.

Each line ends with the Mulliken spin population.
Atoms and positions in Å:
Sb 3.702 0.012 -0.693  0.41
Br -4.793 -2.790 -5.815  0.00
Fe 0.533 -0.577 0.183  3.71
S 5.757 -0.529 0.177  0.24
S 2.299 1.381 0.570  0.27
S 2.247 -1.821 -1.050  0.24
S 0.570 -1.455 2.509  0.06
O -1.160 -1.819 -0.557  0.01
O -3.195 -0.928 -0.955  0.01
N -1.070 0.606 1.162  0.02
N -1.017 -3.471 -4.336  0.00
N -1.429 0.430 2.454  -0.02
N -0.346 0.771 -1.373  0.02
N -1.055 -0.559 4.431  0.00
C -2.192 -2.260 -2.625  0.00
C -1.671 -2.928 4.887  0.00
C -2.032 2.361 -1.865  0.00
C -1.379 1.514 -0.968  0.00
C -3.273 -2.808 -4.660  0.00
C -1.601 2.421 -3.175  0.00
C -3.327 -2.208 -3.418  0.00
C -1.789 1.381 0.434  0.00
C 0.072 0.829 -2.630  0.01
C -3.026 2.076 0.910  0.00
C -0.702 -0.458 3.099  0.02
C -0.785 -1.734 5.229  0.01
C -2.113 -3.429 -5.087  0.00
C -2.193 -1.599 -1.239  0.00
C -1.062 -2.898 -3.131  0.00
C -0.526 1.643 -3.577  -0.01
H -3.142 1.915 1.976  0.00
H -2.726 -2.689 5.046  0.00
H 0.912 0.184 -2.869  0.02
H -1.417 -3.793 5.505  0.00
H 0.262 -1.998 5.089  0.00
H -2.106 3.068 -3.883  0.00
H -1.532 -3.198 3.840  0.00
H -0.160 -2.924 -2.529  0.00
H -3.893 1.664 0.386  0.00
H -2.069 -3.900 -6.063  0.00
H -2.981 3.151 0.710  0.00
H -4.205 -1.698 -3.042  0.00
H -2.878 2.950 -1.539  0.00
H -0.162 1.655 -4.595  0.00
H -1.931 -0.088 4.607  0.00
H -0.915 -1.454 6.280  0.00

(2)
The molecule C7H9N3O3S, computed with ωB97M-V with the def2-TZVPD basis set.

For the gap between HOMO and LUMO, the calculation gives 9.5 eV. Its molar mass is 215.234 g mol⁻¹. Its lowest unoccupied orbital energy is 0.4 eV. For the HOMO energy, the calculation gives -9.116 eV. The SMILES is CN=[S@]1(=O)CC(=O)c2cnn(C)c2O1.

Each line ends with the natural charge from an NBO analysis.
Atoms and positions in Å:
S 1.822 0.057 -0.345  2.14
O 0.690 3.849 -0.440  -0.54
O 2.702 -0.735 -1.152  -0.88
O 0.237 -0.229 -1.097  -0.68
N 1.683 -0.136 1.192  -0.90
N -2.079 0.296 -0.910  -0.17
N -2.811 1.362 -0.768  -0.25
C -2.616 -1.130 -0.770  -0.41
C 1.894 1.849 -0.527  -0.71
C -2.030 2.414 -0.709  0.01
C -0.667 1.960 -0.761  -0.36
C -0.747 0.584 -0.914  0.52
C 1.918 -1.191 2.088  -0.43
C 0.560 2.639 -0.599  0.56
H -2.504 3.346 -0.479  0.23
H -1.977 -1.510 0.127  0.22
H 2.920 -0.924 2.574  0.22
H 1.010 -1.282 2.777  0.21
H 2.468 2.114 0.344  0.29
H 1.992 -2.115 1.420  0.20
H -3.661 -0.897 -0.627  0.24
H 2.372 1.975 -1.605  0.28
H -2.465 -1.757 -1.665  0.22

(3)
The ion C3H6N4 with charge +2, computed with ωB97M-V with the def2-TZVPD basis set.

Its expectation value of S² is 2.028. For the gap between HOMO and LUMO (alpha / beta), the calculation gives 11.0 / 7.5 eV. Its spin multiplicity is 3. Its molar mass is 98.109 g mol⁻¹. The charge is +2. Its lowest unoccupied orbital energy (alpha / beta) is -9.4 / -14.3 eV. For the HOMO energy (alpha / beta), the calculation gives -20.404 / -21.860 eV.

Each line ends with the Mulliken spin population.
Atoms and positions in Å:
N 1.855 -0.535 -0.110  0.61
N -0.315 -0.466 -1.027  0.42
N 0.356 0.479 1.154  0.06
N 2.428 -0.135 0.915  0.60
C 1.554 0.487 1.741  0.22
C -1.658 -0.150 -1.180  0.02
C 0.528 -0.201 -0.058  0.01
H -0.498 0.871 1.558  0.00
H -2.256 -1.068 -1.379  0.04
H -1.828 0.372 -2.149  0.04
H 1.816 0.922 2.700  0.00
H 0.120 -0.993 -1.805  -0.02
H -2.102 0.418 -0.360  0.01

(4)
A structure of composition C34H57N3O2PmSi, computed with ωB97M-V with the def2-TZVPD basis set.

Its expectation value of S² is 6.011. For the gap between HOMO and LUMO (alpha / beta), the calculation gives 6.3 / 6.5 eV. Its spin multiplicity is 5. Its molar mass is 712.935 g mol⁻¹. The charge is +1. Its lowest unoccupied orbital energy (alpha / beta) is -3.6 / -3.4 eV. For the HOMO energy (alpha / beta), the calculation gives -9.914 / -9.942 eV.

Each line ends with the Mulliken spin population.
Atoms and positions in Å:
Pm 0.325 0.306 1.480  4.06
Si 2.961 3.523 -3.153  0.00
O 0.832 -1.677 0.626  0.02
O 0.830 -0.324 -4.407  0.00
N -0.944 -1.031 3.383  -0.02
N -1.631 1.349 1.912  -0.03
N -0.147 0.737 4.816  0.01
C 0.908 -4.119 4.539  0.00
C -0.012 -5.058 4.095  0.00
C 0.590 0.777 3.835  -0.02
C 1.202 -2.255 -5.951  0.00
C -1.216 -4.663 3.520  0.00
C -3.321 2.866 2.905  0.00
C -1.484 -0.173 4.418  0.00
C 1.472 2.619 -2.402  0.00
C 2.304 -1.913 0.479  0.01
C -1.937 -0.964 5.661  0.00
C -2.547 0.796 4.014  -0.01
C 3.371 5.103 -2.205  0.00
C 2.793 -3.027 1.369  0.00
C -1.845 1.940 0.625  0.01
C -2.715 1.281 -0.283  -0.01
C -0.568 -2.321 3.728  -0.01
C 4.468 2.394 -3.123  0.00
C -2.412 3.086 -1.847  0.00
C 2.581 4.009 -4.937  0.00
C -0.032 -2.808 0.429  0.00
C 0.621 -2.763 4.405  -0.01
C 1.785 -1.101 -5.151  0.00
C -2.507 1.607 2.923  0.00
C -2.793 -2.936 2.708  0.00
C -1.214 3.153 0.271  0.00
C -2.978 1.856 -1.514  0.00
C -0.235 0.266 -5.178  0.00
C -1.546 -0.494 -5.049  0.00
C -3.312 -0.040 0.082  0.01
C -0.263 3.861 1.185  0.00
C -1.550 3.737 -0.948  0.00
C -1.490 -3.325 3.344  0.00
C 1.697 -1.909 5.008  0.00
C 0.011 -3.341 -0.980  0.00
H -2.548 -0.834 0.062  0.00
H -0.612 -4.237 -1.017  0.00
H 2.372 -3.988 1.069  0.00
H 4.360 5.485 -2.498  0.00
H 2.481 -1.470 -4.386  0.00
H -2.620 3.541 -2.811  0.00
H -1.957 -5.402 3.164  0.00
H -3.786 -0.037 1.073  0.00
H 4.230 1.413 -3.557  0.00
H 5.299 2.829 -3.696  0.00
H -2.981 -3.614 1.857  0.00
H 0.225 4.656 0.603  0.00
H -1.454 -1.514 -5.438  0.00
H 2.485 3.122 -5.579  0.00
H 2.575 -2.866 2.431  0.00
H 1.424 -0.877 5.246  0.00
H 4.812 2.238 -2.091  0.00
H 3.875 -3.106 1.244  0.00
H 2.426 -2.109 -0.586  0.00
H 1.475 1.527 -2.572  0.00
H -3.983 2.898 2.037  0.00
H 0.572 -1.909 -6.778  0.00
H 2.793 -0.959 0.734  0.00
H -2.660 3.741 2.909  0.00
H 1.642 4.577 -4.999  0.00
H 3.380 4.639 -5.353  0.00
H 0.623 -2.940 -5.325  0.00
H -0.387 -2.617 -1.704  0.00
H -1.026 -2.431 0.673  0.00
H 0.545 2.998 -2.852  0.00
H 0.045 0.338 -6.246  0.00
H -0.776 4.348 2.030  0.00
H 0.236 -3.540 1.190  0.00
H -2.377 -0.363 6.476  0.00
H 0.543 3.224 1.592  0.00
H -0.346 1.284 -4.772  0.00
H -1.133 -1.577 6.088  0.00
H 2.635 5.892 -2.410  0.00
H -2.306 0.028 -5.637  0.00
H 0.208 -6.108 4.215  0.00
H -2.778 -1.898 2.342  0.00
H -3.272 1.053 4.793  0.00
H 2.596 -1.902 4.355  0.00
H -1.108 4.694 -1.216  0.00
H -3.929 2.910 3.818  0.00
H 1.023 -3.636 -1.267  0.00
H -1.884 -0.541 -4.007  0.00
H 1.411 2.825 -1.326  0.00
H 2.063 -2.400 5.948  0.00
H -2.753 -1.627 5.333  0.00
H -3.639 1.344 -2.228  0.00
H -4.077 -0.322 -0.653  0.00
H 2.337 -0.431 -5.833  0.00
H 1.860 -4.440 5.006  0.00
H 3.390 4.928 -1.120  0.00
H 2.032 -2.817 -6.385  0.00
H -3.634 -3.042 3.421  0.00

(5)
A cluster of 2 separate species, C21H33IN3O6S in total, computed with ωB97M-V with the def2-TZVPD basis set.

For the gap between HOMO and LUMO, the calculation gives 8.7 eV. Its molar mass is 582.481 g mol⁻¹. The charge is +1. Its lowest unoccupied orbital energy is -3.0 eV. For the HOMO energy, the calculation gives -11.726 eV.

Each line ends with the natural charge from an NBO analysis.
Atoms and positions in Å:
I -2.390 2.739 1.558  0.08
S 1.343 6.781 -1.358  2.39
O -2.855 -1.333 -2.675  -0.59
O -2.495 -2.575 -0.833  -0.51
O 1.148 7.142 -2.892  -0.86
O -4.573 -1.949 -1.353  -0.48
O 0.279 7.336 -0.616  -0.91
O 2.664 7.154 -0.988  -0.94
N 1.269 0.165 1.775  -0.47
N 0.691 0.782 -0.461  -0.48
N 1.957 2.157 1.020  -0.40
C 2.728 0.115 2.060  -0.23
C -1.057 0.282 2.679  -0.45
C 2.324 3.119 -0.054  -0.23
C 0.428 0.610 2.889  -0.22
C 0.462 -1.181 -2.023  -0.44
C 0.771 -5.413 -1.484  -0.21
C -0.045 -0.458 -0.762  -0.24
C -4.687 -2.953 -0.334  -0.10
C 1.161 -3.225 -0.697  -0.22
C 1.182 5.008 -1.316  -0.69
C 1.570 4.463 0.069  -0.43
C -3.321 -2.906 0.304  0.07
C 0.602 -2.677 -1.814  -0.04
C 1.247 -4.571 -0.519  -0.21
C 0.227 -4.875 -2.610  -0.21
C -3.275 -1.896 -1.713  0.97
C 3.242 1.481 1.482  -0.24
C 1.245 1.034 0.670  0.75
C -1.909 1.457 3.204  -0.50
C -2.870 -4.201 0.940  -0.63
C 0.142 -3.527 -2.778  -0.14
H -0.309 -1.061 -2.781  0.25
H -0.137 -5.550 -3.372  0.22
H 1.792 4.597 -2.122  0.22
H -1.348 1.989 3.964  0.22
H 3.705 1.165 0.548  0.19
H 2.909 0.034 3.125  0.23
H 1.373 -0.743 -2.439  0.22
H 3.379 3.344 0.042  0.23
H -0.045 -1.103 0.106  0.25
H -0.313 -3.153 -3.685  0.21
H 3.865 2.067 2.141  0.24
H -4.895 -3.909 -0.819  0.19
H 1.531 -2.551 0.071  0.19
H 0.757 0.055 3.766  0.22
H -2.820 1.117 3.683  0.23
H 3.077 -0.741 1.493  0.22
H 0.746 1.458 -1.213  0.43
H -3.243 -2.084 1.022  0.18
H -5.495 -2.718 0.354  0.21
H -3.290 -4.304 1.941  0.23
H -1.086 -0.185 -0.931  0.24
H -1.346 -0.596 3.257  0.23
H 2.188 2.721 -1.065  0.18
H -1.280 0.072 1.636  0.21
H -1.782 -4.238 1.008  0.24
H 1.676 -4.941 0.400  0.22
H 0.140 4.749 -1.492  0.25
H 0.835 -6.477 -1.311  0.22
H -3.185 -5.061 0.349  0.22
H 2.260 5.176 0.518  0.25
H 0.700 4.402 0.717  0.24
H 0.594 1.665 3.126  0.20
H 1.846 6.718 -3.410  0.50

(6)
A cluster of 2 separate species, C8H8N4 in total, computed with ωB97M-V with the def2-TZVPD basis set.

For the gap between HOMO and LUMO, the calculation gives 9.7 eV. Its molar mass is 160.180 g mol⁻¹. Its lowest unoccupied orbital energy is 0.4 eV. For the HOMO energy, the calculation gives -9.206 eV. The SMILES is c1cncnc1.c1cncnc1.

Each line ends with the natural charge from an NBO analysis.
Atoms and positions in Å:
N 2.061 -0.383 1.049  -0.45
N 0.774 -1.889 -0.202  -0.46
N -1.134 0.687 -0.250  -0.48
N -2.216 2.482 0.933  -0.43
C 3.037 -2.360 0.361  -0.32
C -1.763 0.962 -1.396  0.09
C 3.115 -1.212 1.035  0.06
C 1.836 -2.749 -0.212  0.07
C -3.003 2.607 -0.143  0.07
C 0.967 -0.768 0.359  0.21
C -1.305 1.502 0.821  0.25
C -2.709 2.009 -1.408  -0.30
H -1.440 0.288 -2.201  0.22
H 0.119 -0.072 0.366  0.23
H 3.931 -1.065 1.754  0.20
H -0.728 1.212 1.710  0.20
H 3.887 -3.049 0.452  0.22
H -3.811 3.339 -0.011  0.20
H -3.321 2.176 -2.304  0.23
H 1.703 -3.718 -0.712  0.20

Listing calculated total energy for the structures above in their given order: -182710.9406, -28848.9932, -9145.2725, -69172.2244, -57996.5370, -14384.0968 eV.
Listing energy relative to the best compared isomer or geometry (same formula, charge and spin) for the structures above in their given order: 0.0, 298.5, 0.0, 512.5, 98.1, 225.9 kJ/mol.